Entry 1:
# C9H14N2

A cluster of 2 separate species, C9H14N2 in total in a non-equilibrium geometry (wB97M-V/def2-TZVPD, the Open Molecules 2025 dataset).

Computed properties:
DFT total energy: -460.647766 Ha
Energy above the lowest of the compared OMol25 structures with the same formula, charge and spin: 5.571 eV
Net charge: 0
E_HOMO: -8.74 eV
Lowest unoccupied orbital energy: -0.1 eV
Frontier orbital gap: 8.6 eV
Multiplicity: 1

Cartesian coordinates (Å):
C1 0.2361 -1.1022 2.0832
C2 1.4686 -0.4263 2.1086
C3 -0.6408 -0.1225 1.7861
C4 -0.5631 0.4546 -1.5910
C5 -0.5103 2.2166 1.1569
C6 0.6017 3.2033 0.9900
C7 0.5563 -1.6925 -1.1055
C8 -1.5060 -1.5977 -2.4202
C9 -0.5837 -0.8626 -1.6044
N1 1.3829 0.8511 1.7573
N2 0.0444 1.0328 1.4879
H1 0.0448 -2.1525 2.2316
H2 2.3828 -0.7434 2.4895
H3 -1.7655 -0.2120 1.6102
H4 0.1930 0.9801 -1.0879
H5 1.5510 2.8976 1.0507
H6 0.5070 3.8031 -0.0007
H7 0.4727 3.7992 1.9368
H8 1.6170 -1.3017 -1.5031
H9 0.7009 -1.5473 -0.0261
H10 0.4120 -2.7605 -1.2390
H11 -1.8752 -2.4058 -1.7807
H12 -0.9405 -2.0230 -3.3595
H13 -2.4054 -1.2009 -2.9561
H14 -1.3809 0.9126 -2.0144


Entry 2:
# C3H11N2

A cluster of 2 separate species, C3H11N2 in total in a non-equilibrium geometry (wB97M-V/def2-TZVPD, the Open Molecules 2025 dataset).

Computed properties:
DFT total energy: -230.126301 Ha
Energy above the lowest of the compared OMol25 structures with the same formula, charge and spin: 1.526 eV
Net charge: +1
E_HOMO: -11.63 eV
Lowest unoccupied orbital energy: -3.7 eV
Frontier orbital gap: 8.0 eV
Multiplicity: 1

Cartesian coordinates (Å):
C1 -0.5428 -0.3794 3.3941
N1 -0.1688 -0.3798 1.9494
H1 -1.0546 -1.3150 3.5979
H2 0.3303 -0.1579 3.9822
H3 -1.3166 0.3643 3.5718
H4 -0.0215 0.5320 1.5417
H5 -0.7432 -0.9473 1.3302
H6 0.7777 -0.7621 1.8449
C2 0.9168 0.3112 -1.0039
C3 0.6379 0.2001 -2.3168
N2 -0.5743 0.3425 -2.9038
H7 0.1013 0.6411 -0.3748
H8 1.9122 0.1398 -0.6302
H9 1.4093 -0.0709 -3.0286
H10 -0.6763 0.5050 -3.8704
H11 -1.3837 0.5563 -2.3229


Entry 3:
# C33H75I2NO13Si

A structure of composition C33H75I2NO13Si in a non-equilibrium geometry (wB97M-V/def2-TZVPD, the Open Molecules 2025 dataset).

Computed properties:
DFT total energy: -3220.074058 Ha
Net charge: 0
E_HOMO: -8.97 eV
Lowest unoccupied orbital energy: -0.8 eV
Frontier orbital gap: 8.2 eV
Multiplicity: 1

Cartesian coordinates (Å):
C1 4.1628 -4.0132 -1.8293
Si1 4.0686 -2.7212 -3.1972
C2 3.1966 -3.5278 -4.6617
C3 5.8459 -2.2579 -3.6799
O1 3.2429 -1.4195 -2.5274
C4 3.1952 -0.2366 -3.3201
C5 1.6983 0.2584 -3.4986
C6 0.7694 -0.6509 -2.7416
C7 0.5055 -0.4702 -1.4138
C8 -0.3162 -1.3509 -0.7593
I1 -0.7824 -1.1634 1.2848
C9 -0.8189 -2.3812 -1.4743
C10 -0.5924 -2.5671 -2.8091
C11 0.2105 -1.6777 -3.4338
C12 -1.2865 -3.7850 -3.3279
O2 -1.3821 -4.1973 -4.4585
N1 -1.8454 -4.4110 -2.1456
I2 -0.7641 -6.1679 -1.9143
C13 -1.7195 -3.5262 -1.0425
O3 -2.2575 -3.6507 0.0304
H1 4.5132 -3.5291 -0.9185
H2 3.1777 -4.4383 -1.6461
H3 4.8252 -4.8051 -2.1737
H4 2.1211 -3.3702 -4.7052
H5 3.3429 -4.6059 -4.5624
H6 3.6518 -3.2581 -5.6148
H7 6.0790 -1.3382 -3.1527
H8 6.4759 -3.0675 -3.3196
H9 5.9171 -2.1292 -4.7562
H10 3.6888 -0.3439 -4.2869
H11 3.6916 0.5349 -2.7315
H12 1.4727 0.1797 -4.5591
H13 1.6249 1.2842 -3.1526
H14 0.9949 0.3753 -0.9412
H15 0.4297 -1.8182 -4.4836
C14 3.4213 3.8884 -0.3335
C15 2.4523 2.8729 0.2423
O4 2.6136 1.5842 -0.3639
H16 3.2795 3.9826 -1.4118
H17 3.2770 4.8669 0.1269
H18 4.4537 3.5773 -0.1697
H19 1.4303 3.1804 0.0619
H20 2.5947 2.7761 1.3215
H21 3.5152 1.2902 -0.2007
C16 -2.7364 3.0158 1.1079
C17 -1.3262 3.2940 0.6322
O5 -0.4349 3.4107 1.7452
H22 -3.0814 3.8120 1.7696
H23 -3.4203 2.9352 0.2651
H24 -2.7736 2.0841 1.6799
H25 -1.2865 4.2330 0.0793
H26 -0.9766 2.4903 -0.0263
H27 -0.4670 2.5769 2.2249
C18 -1.7877 5.3460 5.5963
C19 -2.0895 5.7526 4.1657
O6 -3.3942 5.3300 3.7732
H28 -1.8649 4.2639 5.7071
H29 -0.7843 5.6590 5.8897
H30 -2.5072 5.7941 6.2865
H31 -1.3836 5.2873 3.4786
H32 -2.0171 6.8401 4.0523
H33 -4.0297 5.7427 4.3647
C20 6.5637 2.0347 -0.9179
C21 7.0256 0.6864 -1.4262
O7 7.0592 0.6677 -2.8492
H34 5.5727 2.2692 -1.3092
H35 6.5261 2.0526 0.1742
H36 7.2404 2.8208 -1.2580
H37 6.3403 -0.1007 -1.1080
H38 8.0231 0.4505 -1.0416
H39 7.6717 1.3524 -3.1365
C22 -4.6645 2.7163 -4.1398
C23 -4.5684 2.5187 -2.6384
O8 -3.2949 2.9285 -2.1432
H40 -3.8820 2.1516 -4.6477
H41 -5.6348 2.3902 -4.5174
H42 -4.5259 3.7685 -4.4004
H43 -4.6867 1.4668 -2.3832
H44 -5.3509 3.0880 -2.1252
H45 -3.1864 3.8605 -2.3542
C24 4.2638 -7.5571 1.5149
C25 2.8408 -7.4185 1.0068
O9 2.8133 -7.2681 -0.4108
H46 4.8537 -6.6847 1.2317
H47 4.2846 -7.6588 2.6011
H48 4.7477 -8.4325 1.0745
H49 2.3677 -6.5341 1.4310
H50 2.2457 -8.2946 1.2858
H51 3.2199 -8.0493 -0.7966
C26 -4.6903 -2.0500 1.6821
C27 -4.5197 -1.0501 2.8105
O10 -5.7483 -0.7944 3.5028
H52 -5.4256 -1.6901 0.9608
H53 -3.7456 -2.2189 1.1654
H54 -5.0560 -3.0046 2.0617
H55 -4.1735 -0.0932 2.4201
H56 -3.7845 -1.4113 3.5384
H57 -6.0650 -1.6256 3.8706
C28 -9.2384 -2.4704 0.6482
C29 -9.0633 -2.6490 2.1443
O11 -7.7262 -2.3429 2.5397
H58 -8.5445 -3.1140 0.1063
H59 -10.2567 -2.7120 0.3397
H60 -9.0207 -1.4407 0.3555
H61 -9.2617 -3.6811 2.4312
H62 -9.7543 -1.9998 2.6929
H63 -7.5403 -1.4263 2.3017
C30 10.3777 6.0027 -1.6715
C31 9.5048 4.9330 -1.0427
O12 9.6839 3.6730 -1.6895
H64 10.1465 6.1068 -2.7319
H65 10.2295 6.9668 -1.1831
H66 11.4337 5.7332 -1.5952
H67 8.4518 5.1947 -1.1378
H68 9.7375 4.8235 0.0215
H69 10.6092 3.4279 -1.6003
C32 -7.8855 -0.6059 6.6645
C33 -9.3688 -0.5872 6.3434
O13 -9.5892 -0.4660 4.9417
H70 -7.4056 0.3025 6.3003
H71 -7.7177 -0.6866 7.7401
H72 -7.3955 -1.4489 6.1717
H73 -9.8526 0.2650 6.8187
H74 -9.8513 -1.5024 6.7041
H75 -9.1727 -1.2223 4.5164